Record 1
Molecular formula: C22H68N16O10
Method: DFT, ωB97M-V with the def2-TZVPD basis set

* molecular weight: 716.9 g mol⁻¹
* spin multiplicity: 1
* HOMO level: -8.945 eV
* SMILES: COC[C@H](C)N.COC[C@H](C)N.COC[C@H](C)N.COC[C@H](C)N.NC(N)=O.NC(N)=O.NC(N)=O.NC(N)=O.NC(N)=O.NC(N)=O
* HOMO-LUMO gap: 9.2 eV
* electronic energy: -2507.62844 Ha
* relative energy (zero: lowest compared OMol25 entry of this formula, charge and spin): 53.7 kcal/mol

The geometry in XYZ format:
```
116
C22H68N16O10 ωB97M-V with the def2-TZVPD basis set
C 4.5940 -2.2643 5.6335
O 4.3214 -3.1988 4.5954
C 3.0259 -2.9633 4.0670
C 2.8326 -3.6852 2.7354
C 3.9557 -3.2405 1.7892
N 1.5711 -3.4317 2.0146
H 3.8592 -2.2588 6.4441
H 4.5434 -1.2320 5.2715
H 5.5879 -2.3999 6.0534
H 2.2851 -3.3389 4.7783
H 2.8867 -1.8993 3.8525
H 2.9169 -4.7719 2.7809
H 4.0370 -3.5886 0.7529
H 4.9630 -3.5306 2.1038
H 4.0508 -2.1804 1.5369
H 1.4696 -2.4456 1.7962
H 1.4385 -3.8895 1.1245
C 5.6020 2.9565 0.7247
O 6.0879 1.7975 0.0850
C 5.2557 0.6424 0.1594
C 3.9456 0.6903 -0.7115
C 3.7652 -0.7549 -1.1490
N 4.0228 1.3998 -2.0114
H 6.2513 3.8251 0.6052
H 5.5923 2.7210 1.7930
H 4.6403 3.3627 0.3983
H 5.8832 -0.1438 -0.2677
H 5.1649 0.2873 1.1907
H 3.0813 0.9420 -0.0989
H 4.4270 -0.9743 -1.9861
H 2.6997 -0.8818 -1.3419
H 4.0516 -1.4602 -0.3672
H 3.8557 2.3943 -1.8753
H 5.0105 1.4393 -2.2548
C -3.9655 -1.4116 -2.8345
O -5.2379 -1.1002 -3.3702
C -5.6410 0.2600 -3.2050
C -7.1076 0.3962 -3.7474
C -8.0451 -0.7483 -3.4316
N -6.9938 0.6133 -5.1940
H -3.2194 -0.7191 -3.2420
H -3.6043 -2.3698 -3.2032
H -4.0310 -1.2552 -1.7570
H -5.6449 0.6762 -2.1917
H -4.9660 0.8958 -3.7818
H -7.5386 1.3547 -3.4388
H -7.5289 -1.6428 -3.7858
H -9.0083 -0.6836 -3.9376
H -8.3184 -0.9149 -2.3892
H -6.3921 -0.1863 -5.4018
H -6.3654 1.3721 -5.4296
C -3.6227 3.4238 3.3565
O -2.5949 4.3132 2.9881
C -1.3351 3.6351 2.9016
C -0.3066 4.5752 2.2027
C -0.7620 4.9371 0.7787
N 1.1236 4.2483 2.2859
H -3.7253 2.5000 2.7735
H -4.6126 3.8734 3.3539
H -3.4053 2.9499 4.3225
H -1.0850 3.5475 3.9665
H -1.3877 2.6201 2.4970
H -0.4694 5.5034 2.7609
H -0.4952 4.1422 0.0780
H -0.2195 5.8391 0.4891
H -1.8169 5.1839 0.6760
H 1.3255 4.1175 3.2749
H 0.9804 3.2626 2.0433
N 0.9578 -5.6326 -1.3297
C 0.4527 -4.4150 -1.6706
N -0.0247 -4.3774 -2.9402
O 0.4885 -3.4437 -0.9152
H 1.4130 -5.6450 -0.4333
H 0.8277 -6.4204 -1.9339
H 0.3396 -3.5338 -3.3810
H 0.1470 -5.2148 -3.4702
N -3.5266 -2.4310 2.8305
C -2.2593 -2.3405 2.4133
N -1.4986 -3.4315 2.5806
O -1.7399 -1.3297 1.9128
H -4.0835 -1.6232 2.6098
H -3.7922 -3.3578 3.1072
H -1.9329 -4.2049 3.0546
H -0.4961 -3.3842 2.4488
N 1.2432 -0.0216 -3.9243
C 0.6450 -1.0423 -4.5991
N -0.5146 -0.6500 -5.0833
O 1.0185 -2.2198 -4.5478
H 0.9535 0.9385 -3.9364
H 1.9882 -0.3145 -3.3110
H -1.0971 -1.3455 -5.5232
H -0.8382 0.3045 -5.1266
N -0.6569 4.1573 -4.9640
C -0.5229 3.0098 -4.2222
N 0.3082 3.1963 -3.1964
O -1.0285 1.9255 -4.5355
H -1.2502 4.0996 -5.7757
H -0.6006 5.0534 -4.5141
H 0.4867 4.1161 -2.8371
H 0.4020 2.3916 -2.5637
N -0.6946 -0.8603 -1.1751
C -0.0352 0.2459 -0.6781
N 0.4594 -0.0257 0.5115
O -0.0248 1.3524 -1.2424
H -0.3337 -1.7182 -0.7622
H -0.7887 -0.6213 -2.1550
H -0.0954 -0.7100 1.0110
H 0.8127 0.7192 1.0939
N 0.9629 1.7672 5.1688
C 0.6957 0.9565 4.1077
N -0.3085 0.0982 4.3959
O 1.2890 0.9837 3.0394
H 0.8876 1.2556 6.0309
H 1.3377 2.6855 5.0261
H -0.7083 -0.4240 3.6241
H -0.9235 0.3494 5.1498
```

Record 2
Molecular formula: C36H50IrN2O2PSeSi3
Method: DFT, ωB97M-V with the def2-TZVPD basis set

* molecular weight: 929.2 g mol⁻¹
* spin multiplicity: 1
* HOMO level: -7.409 eV
* HOMO-LUMO gap: 7.3 eV
* electronic energy: -5377.55592 Ha
* relative energy (zero: lowest compared OMol25 entry of this formula, charge and spin): 7.7 kcal/mol

The geometry in XYZ format:
```
96
C36H50IrN2O2PSeSi3 ωB97M-V with the def2-TZVPD basis set
Ir -0.1618 -0.0635 0.0854
C -0.3066 -1.8722 3.2904
Si 0.0566 -0.2139 2.4688
C -0.9614 0.9382 3.6040
C 1.8938 0.0944 2.8842
C 2.3631 0.2874 4.1852
C 3.6982 0.5731 4.4327
C 4.5961 0.6588 3.3745
C 4.1532 0.4347 2.0797
C 2.8101 0.1544 1.8210
Si 2.1650 -0.2760 0.1057
C 3.1233 0.6783 -1.2212
C 2.7149 -2.0368 -0.2463
H -0.1506 -1.7658 4.3693
H 0.3680 -2.6413 2.9208
H -1.3305 -2.2079 3.1150
H -0.4236 1.0829 4.5463
H -1.9035 0.4413 3.8541
H -1.2054 1.9219 3.2132
H 1.6768 0.2303 5.0252
H 4.0415 0.7321 5.4483
H 5.6382 0.8885 3.5628
H 4.8657 0.4844 1.2613
H 4.0543 0.1365 -1.4118
H 3.3900 1.6911 -0.9328
H 2.5788 0.7141 -2.1686
H 3.8080 -2.0868 -0.2316
H 2.3628 -2.3698 -1.2233
H 2.3272 -2.7130 0.5160
O -0.1382 -1.3889 -2.7399
N -0.1527 -0.1621 -2.1392
C -0.0897 0.7687 -3.0007
C -0.1464 2.2188 -2.7907
C -0.2578 2.9271 -3.9969
C -0.3600 4.3019 -4.0347
C -0.3488 5.0083 -2.8425
C -0.2321 4.3219 -1.6482
C -0.1230 2.9309 -1.5824
P 0.0055 2.1649 0.0979
C -1.3430 3.1185 0.9368
C -1.1305 4.3668 1.5246
C -2.1786 5.0681 2.1018
C -3.4608 4.5376 2.1028
C -3.6809 3.2906 1.5388
C -2.6275 2.5885 0.9721
C 1.4543 3.0549 0.7883
C 1.5685 3.1328 2.1763
C 2.6311 3.7961 2.7652
C 3.5956 4.4024 1.9725
C 3.4796 4.3559 0.5924
C 2.4116 3.6910 0.0047
H -0.2949 -2.0234 -1.9821
H -0.0212 0.4513 -4.0390
H -0.2674 2.3676 -4.9241
H -0.4485 4.8150 -4.9831
H -0.4279 6.0875 -2.8381
H -0.2181 4.8944 -0.7325
H -0.1375 4.7948 1.5607
H -1.9881 6.0301 2.5601
H -4.2763 5.0857 2.5569
H -4.6703 2.8489 1.5605
H -2.7777 1.5876 0.6021
H 0.8118 2.6875 2.8069
H 2.7084 3.8278 3.8439
H 4.4330 4.9130 2.4307
H 4.2209 4.8350 -0.0344
H 2.3392 3.6654 -1.0743
C 0.9829 -5.0232 -1.5969
Si 0.1588 -4.6410 0.0450
C -1.3326 -5.7598 0.2460
C 1.3440 -5.0998 1.4270
Se -0.8489 -2.5946 -0.0030
H 1.1981 -6.0924 -1.6799
H 1.9232 -4.4830 -1.6942
H 0.3385 -4.7400 -2.4312
H -1.0339 -6.8068 0.1455
H -2.0977 -5.5447 -0.5011
H -1.7781 -5.6233 1.2335
H 1.4822 -6.1845 1.3787
H 0.9463 -4.8685 2.4144
H 2.3283 -4.6379 1.3308
C -6.1137 0.3068 -0.2936
N -4.7644 -0.0888 0.0790
C -4.5305 -0.5963 1.4277
C -3.7071 0.0331 -0.7450
C -3.9161 0.5063 -2.1584
O -2.5736 -0.2165 -0.3366
H -6.7008 0.4188 0.6150
H -6.6013 -0.4404 -0.9239
H -6.1184 1.2654 -0.8108
H -5.4140 -1.1395 1.7583
H -4.3262 0.2180 2.1288
H -3.6738 -1.2665 1.4147
H -4.9064 0.3030 -2.5570
H -3.1622 0.0226 -2.7762
H -3.7356 1.5842 -2.1910
```

Record 3
Molecular formula: C5H12O2
Method: DFT, ωB97M-V with the def2-TZVPD basis set

* molecular weight: 104.1 g mol⁻¹
* spin multiplicity: 1
* HOMO level: -9.834 eV
* SMILES: CC[C@@H](O)CCO
* HOMO-LUMO gap: 10.6 eV
* electronic energy: -348.18110 Ha
* relative energy (zero: lowest compared OMol25 entry of this formula, charge and spin): 14.9 kcal/mol

The geometry in XYZ format:
```
19
C5H12O2 ωB97M-V with the def2-TZVPD basis set
C 0.4604 2.5400 0.9622
C -0.5207 1.3899 0.7410
C 0.1047 0.2333 -0.0349
O 1.3005 -0.1230 0.6311
C -0.8389 -0.9713 -0.1362
C -0.3716 -2.0157 -1.1385
O 0.9439 -2.4373 -0.7830
H 0.0680 3.2667 1.6816
H 1.4059 2.1483 1.3462
H 0.6711 3.0719 0.0267
H -1.4101 1.7398 0.1995
H -0.8639 1.0027 1.7095
H 0.3333 0.5827 -1.0609
H 1.5933 -0.9571 0.2315
H -1.8448 -0.6454 -0.4323
H -0.9188 -1.4243 0.8598
H -0.3711 -1.5780 -2.1485
H -1.0564 -2.8765 -1.1422
H 1.3149 -2.9466 -1.5124
```

Record 4
Molecular formula: H4NO2SSi
Method: DFT, ωB97M-V with the def2-TZVPD basis set

* molecular weight: 110.2 g mol⁻¹
* spin multiplicity: 1
* HOMO level: -3.941 eV
* charge: -1
* HOMO-LUMO gap: 7.0 eV
* electronic energy: -895.30323 Ha
* relative energy (zero: lowest compared OMol25 entry of this formula, charge and spin): 44.1 kcal/mol

The geometry in XYZ format:
```
9
H4NO2SSi ωB97M-V with the def2-TZVPD basis set
N 1.8989 1.3500 0.1291
O 1.8335 -0.9404 0.7685
O -2.0957 0.9397 0.3820
Si -1.5054 -0.4201 0.0507
S 1.7533 -0.0744 -0.3939
H 2.2165 1.9793 -0.6037
H -2.6625 -1.2006 -0.6372
H -0.3179 -0.4945 -0.9458
H -1.1207 -1.1390 1.2502
```

Q: Among the records above, which one has the lowest relative energy (zero: lowest compared OMol25 entry of this formula, charge and spin)?
A: C36H50IrN2O2PSeSi3